96
Properties=species:S:1:pos:R:3 method="wB97M-V/def2-TZVPD" max_force_ev_per_a=0.5 orbital_gap_ev="8.11 / 7.35" spin_multiplicity=5 homo_energy_ev="-7.83 / -8.68"
Rh -0.26126 -1.24501 1.73450
As 0.39263 0.53341 -1.29306
As 1.64644 3.18634 -3.71627
Si -1.12003 -2.90806 3.17813
Si -3.22894 -1.10429 1.65904
Si -1.90099 -3.55683 0.15313
F 1.03628 3.81275 2.57916
F 1.59629 -1.05402 1.02590
O 4.12657 0.01883 -4.25917
O 3.52877 1.86076 -5.38727
O -1.78800 0.22607 -3.28795
O 1.60876 -1.79141 -3.49809
O -2.22966 0.10105 1.02013
O -1.51367 2.11739 -4.49608
O 3.14832 -1.59838 -1.93258
O 0.57108 5.37199 -1.81573
O -0.96691 4.19577 -0.65968
C 0.20216 3.15730 -2.42603
C -2.66869 1.41837 0.71311
C -2.47400 -0.38037 -4.38983
C -0.14297 4.25692 -1.55036
C -0.01012 -4.41224 3.30813
C 1.30088 1.73387 -0.03795
C -3.37104 -4.72876 0.16726
C 2.27100 1.31752 -3.47535
C -0.32595 -4.57107 0.05065
C 3.13322 4.01761 -2.72747
C 4.59444 1.59563 -6.30974
C -2.03590 -2.49510 1.71323
C 0.27999 0.53475 3.89652
C 2.48450 2.08162 3.23706
C 1.55758 0.00386 4.07282
C 1.77921 -1.38474 4.59969
C 2.64945 0.79990 3.72818
C 1.20147 2.56842 3.07424
C 2.24518 -1.08471 -2.76243
C -3.85742 -0.44756 3.29961
C -1.81423 -2.57957 4.89269
C 3.39481 0.96498 -4.39684
C -1.91903 -2.55090 -1.42972
C -1.31095 1.46636 -3.49472
C 1.85239 0.36837 -2.63235
C 0.30414 6.47778 -0.94735
C 0.09119 1.81755 3.38393
C -0.48139 1.91139 -2.37333
C -4.74530 -1.35182 0.59307
C 3.81412 -0.73854 -1.00318
H -0.89868 2.22799 3.23460
H -3.06252 -0.02109 3.91245
H 0.91826 -1.73254 5.17128
H -3.43271 -5.26987 1.11375
H -0.31214 -5.42482 0.72755
H 3.65115 0.40588 3.84895
H 1.81401 1.09656 0.67686
H -4.58903 0.34332 3.11793
H -2.38988 -1.45222 -4.23550
H -2.07531 -1.54527 5.10019
H -2.01613 -0.08536 -5.33088
H -4.35860 -1.22458 3.87954
H 4.64882 -1.31740 -0.61823
H 1.95815 -2.08497 3.78062
H 0.45761 6.18966 0.09182
H 4.05393 3.67797 -3.20231
H -4.31124 -4.19388 0.02539
H -0.59097 -0.03425 4.20228
H 4.45268 0.62197 -6.77468
H 0.44058 -4.41848 4.30250
H -3.52114 -0.07657 -4.38338
H -0.95449 -2.06741 -1.59234
H -2.72624 -3.17422 4.99330
H -0.59231 -5.33088 3.20489
H 4.54324 2.38742 -7.05036
H -5.35948 -2.15396 1.00914
H 2.65011 -1.41843 5.25533
H 1.99400 2.40776 -0.53265
H -2.67559 -1.76929 -1.47642
H -2.08465 -3.23545 -2.26696
H 3.14029 3.73958 -1.67788
H -1.80518 2.04651 0.50049
H 0.56518 -3.96418 0.22918
H -4.52179 -1.60482 -0.44123
H 3.14148 -0.48579 -0.18296
H -3.28544 -5.46401 -0.63586
H 0.53944 2.31869 0.47588
H 3.33005 2.70184 2.97224
H 4.19277 0.15483 -1.50096
H 0.78414 -4.43052 2.56665
H -0.72166 6.82063 -1.07611
H -3.22291 1.85663 1.54890
H -0.24492 -4.95601 -0.96885
H 3.05778 5.09733 -2.82215
H 1.00400 7.25548 -1.23882
H 5.55262 1.60973 -5.79261
H -5.35532 -0.44508 0.59384
H -1.11777 -2.91775 5.66069
H -3.30855 1.40615 -0.17276

---

85
Properties=species:S:1:pos:R:3 method="wB97M-V/def2-TZVPD" max_force_ev_per_a=3.3 orbital_gap_ev="4.50 / 4.32" charge=+1 spin_multiplicity=1 homo_energy_ev="-8.83 / -8.64"
In -1.18906 -0.39105 -1.24661
P -0.91266 1.61929 2.17627
P 1.21040 1.34930 -2.02269
O 1.86488 2.67427 0.93736
O 2.75576 0.56886 0.64420
C -0.04505 1.30107 3.75769
C 2.98439 -2.51421 -0.04466
C 3.04886 2.56995 1.65012
C 1.57655 -2.69794 0.35467
C -0.66147 -3.21561 0.34994
C -1.25758 -2.63751 2.79060
C -3.18335 0.70993 -3.45739
C 5.03974 3.26037 2.77254
C 3.72921 3.53916 2.37195
C -2.63601 1.45361 2.78063
C 2.91075 2.00953 -2.19967
C 3.62074 1.33127 1.40743
C 1.37909 -0.02045 -3.29492
C -1.98649 -3.71113 -0.06267
C 1.06328 -2.46567 1.66052
C 0.23416 2.53023 -3.07362
C 4.93264 1.05799 1.74265
C 0.59870 -3.52106 -1.88924
C -0.83662 3.43877 2.14698
C 5.65814 2.05166 2.44383
C -3.22659 -0.09154 -0.32657
C -3.85803 -1.83569 -2.15551
C -4.28424 -0.97576 -0.92912
C -0.32791 -2.75258 1.64995
C -3.51660 1.60336 -2.21720
C 1.87803 -2.06777 2.82125
C -2.43830 -1.60346 -2.63556
C -2.12527 -0.36707 -3.29726
C 0.51198 -3.15604 -0.46074
C -2.90522 1.15921 -0.91155
B 1.69108 1.44679 0.22180
H 1.47668 0.42565 -4.29704
H -3.96939 -2.89670 -1.88009
H -2.82376 2.22088 3.54149
H -0.93949 -1.84397 3.47827
H -0.24235 -3.11223 -2.46427
H -5.10717 -0.32636 -1.26732
H -1.30949 -3.57879 3.36112
H -4.62183 1.72489 -2.17868
H -0.66976 2.06907 -3.49977
H -4.67879 -1.66895 -0.15512
H -1.94460 -2.51243 -2.98002
H -4.11228 0.22680 -3.80044
H 5.59518 4.00218 3.35696
H 5.37518 0.11614 1.43834
H 3.23242 4.47927 2.59620
H 1.04010 1.34245 3.60738
H 3.31204 -1.48848 0.18300
H -3.12032 2.60922 -2.42688
H -1.13201 3.81142 3.13031
H 0.86272 2.85987 -3.91644
H 3.12287 -2.68849 -1.11800
H -0.34379 2.06407 4.48735
H 3.07138 2.37095 -3.22493
H 3.64276 -3.21339 0.49517
H -2.84338 1.38052 -4.26835
H -2.01296 -3.91874 -1.13567
H -4.55923 -1.67065 -2.99749
H 2.66164 -2.81298 3.02088
H -2.77800 -2.98500 0.16263
H -1.52492 3.82397 1.38867
H 1.51260 -3.13637 -2.35164
H -2.59717 1.91125 -0.17827
H -3.04019 -0.20439 0.74655
H 0.51974 -0.71157 -3.34553
H 1.27402 -1.97285 3.72744
H -0.05539 3.41167 -2.48227
H -3.34591 1.59118 1.95624
H -2.78726 0.46139 3.22309
H 2.28170 -0.61223 -3.08436
H 3.05916 2.84260 -1.49910
H 0.17801 3.75745 1.89989
H 2.39309 -1.11382 2.65499
H 6.69597 1.86831 2.72063
H 3.61626 1.19451 -1.98722
H -2.24791 -4.65187 0.44623
H -2.27568 -2.39831 2.45623
H -1.39412 -0.39374 -4.11112
H 0.57795 -4.61357 -2.02672
H -0.32226 0.31011 4.14224

---

91
Properties=species:S:1:pos:R:3 method="wB97M-V/def2-TZVPD" max_force_ev_per_a=4.5 orbital_gap_ev="5.96 / 5.86" spin_multiplicity=2 homo_energy_ev="-5.65 / -5.56"
Yb -2.23595 -1.89211 0.52439
Cl -4.65809 -1.71557 1.81418
Cl -1.62673 0.54956 -0.05305
Si 3.28357 1.36361 0.61442
O -1.18105 -2.27259 2.50398
O -2.50774 -4.25635 0.54231
O 3.34473 3.01920 0.84435
O -0.33084 -2.62078 -0.41502
N -3.81591 -6.12751 0.35629
N -1.96851 -0.68254 3.94959
N 1.30076 -2.12496 -1.90792
C -3.59065 -4.80782 0.26469
C 3.30197 4.11794 -0.04620
C -3.65672 -2.17279 -2.06788
C 1.49667 0.90684 0.78072
C -0.71229 0.05756 3.95037
C -2.77781 -7.01179 0.86638
C -2.05107 -1.84993 3.30783
C -7.35698 -2.82994 -1.75692
C -3.14241 -0.04170 4.51524
C 1.13995 5.27346 0.65921
C 4.66164 4.49298 -0.64077
C 2.29895 -2.83757 -1.12085
C 3.99461 0.99468 -1.08012
C -7.74251 -2.79068 -3.10508
C 3.38052 6.21698 1.29161
C 5.84803 5.59363 -2.45323
C -5.02573 -2.36764 -2.38880
C 5.86759 4.28712 0.03005
C -6.78184 -2.53924 -4.09838
C 4.34184 0.60069 1.94647
C 7.06647 4.71914 -0.55371
C -5.03643 -6.74552 -0.15767
C 1.66134 -1.64058 -3.22988
C 0.05616 -2.00971 -1.43634
C -6.03367 -2.59404 -1.39611
C 2.64137 5.29063 0.67552
C -5.44910 -2.34301 -3.75408
C 4.65746 5.13897 -1.88742
C 7.06123 5.37609 -1.78729
C 2.83957 7.43045 1.97566
H 3.34120 1.36909 -1.88112
H -3.30782 0.93306 4.03415
H 1.10773 1.19932 1.77310
H -4.80957 -7.42846 -0.99326
H -2.96398 -3.01154 -2.19722
H 4.52595 -0.46265 1.73565
H 4.12387 -0.08875 -1.22149
H 3.84974 0.67192 2.92596
H 4.47086 6.12266 1.30985
H 8.00443 4.53801 -0.02825
H -2.29446 -7.55563 0.04090
H -4.46430 -4.21818 -0.07732
H 3.60195 7.82027 2.66120
H 2.84586 -3.51961 -1.78153
H 0.76394 4.24502 0.76087
H -2.03710 -6.41123 1.40075
H 2.42110 -0.84674 -3.16353
H 2.60490 8.23806 1.26419
H -4.00524 -0.68791 4.32641
H -3.00227 0.12273 5.59224
H -0.57980 0.51721 4.93618
H -3.24874 -1.15535 -2.02791
H 1.79085 -3.38836 -0.32184
H 2.06562 -2.46906 -3.83099
H 3.69043 5.29535 -2.37356
H 7.99682 5.71830 -2.23294
H 5.82822 6.11417 -3.41244
H -0.73053 0.85549 3.19195
H 3.01511 -2.12287 -0.68285
H 5.31641 1.10064 2.02927
H -5.70572 -5.94841 -0.50521
H -2.98119 -2.42228 3.47413
H 0.75094 -1.24499 -3.69672
H -3.24312 -7.74732 1.53354
H 0.87124 1.41585 0.02790
H -5.73349 -2.53335 -0.34549
H 0.73172 5.88066 1.47662
H -0.60601 -1.30878 -1.97993
H -5.52892 -7.32995 0.63516
H -8.78564 -2.94962 -3.38274
H 2.63671 3.87231 -0.88600
H -7.07010 -2.49894 -5.14712
H -8.09391 -3.03324 -0.98129
H 1.93009 7.21885 2.55565
H 0.11331 -0.63019 3.73551
H 1.33912 -0.17864 0.65617
H 5.85286 3.79981 1.00773
H -4.68758 -2.16167 -4.51354
H 0.74618 5.68187 -0.28674
H 4.97989 1.46791 -1.21061

---

86
Properties=species:S:1:pos:R:3 method="wB97M-V/def2-TZVPD" max_force_ev_per_a=5.6 orbital_gap_ev="6.54 / 6.61" charge=+3 spin_multiplicity=5 homo_energy_ev="-15.48 / -16.62"
Se -0.50536 1.43963 -0.67492
Co 0.65429 -1.65270 -0.61257
P 1.90401 -1.39291 0.98820
P 1.87325 -2.06680 -2.29753
P -0.83069 -2.95160 -0.07593
P -1.20919 2.36608 1.41540
C -1.72389 -3.79942 -1.43100
C 0.99692 -1.00965 2.53545
C -4.28898 0.16521 3.07745
C -0.33937 4.95019 4.44542
C -3.51915 0.88497 2.16407
C -2.36139 3.43957 0.54437
C 1.85586 2.21362 -4.88399
C 1.65273 4.72073 3.07826
C 0.99453 3.78839 2.27335
C -2.32160 -2.07215 0.66391
C -2.42838 0.15620 4.64146
C -3.74860 -0.19006 4.32039
C 3.14902 -0.02977 0.94708
C -1.67636 0.91224 3.74263
C 1.93845 2.08780 -2.40954
C -2.21613 1.29796 2.49634
C 2.55201 2.30922 -3.66678
C -0.99797 4.03495 3.62967
C 2.29734 -3.83178 -2.20832
C -0.32219 -4.36996 0.96260
C 0.98134 5.31345 4.16567
C 1.07720 -1.81547 -3.90159
C -1.81733 -1.18290 -2.98299
C 0.48104 1.93648 -4.83538
C -2.64778 -0.39209 -3.70591
C -0.33661 3.43479 2.54175
C 2.97703 -2.85001 1.32513
C -0.13763 1.64669 -3.61885
C 3.42875 -1.13383 -2.51006
C 0.57763 1.76467 -2.43576
H -1.79238 4.10380 -0.12062
H -1.73795 -2.20138 -3.41798
H -1.53747 2.43910 -1.33898
H 0.10527 -2.30471 -3.93133
H 0.91954 0.08643 2.60309
H 0.91802 -0.74684 -4.06784
H 3.77431 -2.90199 0.57218
H 1.69942 -2.22198 -4.70052
H -1.98329 -0.14535 5.59618
H 2.31235 2.37228 -5.86868
H 1.54918 -1.39402 3.40248
H 3.55335 0.08482 -0.06895
H -3.05692 2.84193 -0.05452
H -0.00316 -1.47118 2.51644
H -1.21034 1.41822 -3.64846
H 2.69745 4.96922 2.84213
H 3.58893 2.63220 -3.66148
H 2.45439 2.16618 -1.42285
H -2.91668 3.99517 1.30377
H 2.38296 -3.77259 1.31479
H 0.46584 -4.92932 0.43807
H 1.49506 6.03936 4.80200
H -2.90917 0.65472 -3.50913
H -2.66571 -1.31198 -0.06823
H 4.04778 -1.54103 -3.31810
H 2.64369 0.89851 1.25954
H 1.38157 -4.42785 -2.21758
H -1.03045 -4.30946 -2.11351
H 0.04410 -4.05427 1.94811
H 2.91479 -4.12998 -3.05733
H -0.87325 5.36051 5.30716
H -2.01700 3.76790 3.88917
H -1.26075 -0.87351 -2.07911
H -2.07355 -1.56583 1.61237
H -4.35442 -0.71031 5.06055
H 4.02230 -1.15912 -1.59422
H 2.84656 -4.05605 -1.29260
H -2.53140 -4.44227 -1.05650
H 1.51300 3.30367 1.44636
H -0.16806 1.86844 -5.70790
H -3.26579 -0.85761 -4.47038
H -0.66792 1.23430 4.01892
H -2.22897 -2.99500 -1.96620
H -3.16290 -2.77900 0.83954
H 3.96379 -0.28470 1.64525
H -5.31171 -0.11197 2.82127
H 3.19683 -0.09270 -2.76032
H -1.21036 -5.00053 1.06517
H -3.93562 1.15493 1.19740
H 3.45190 -2.72082 2.30393